# 1
This record from the Open Molecules 2025 dataset describes a structure of composition C20H12ClIMoNO12S2. The level of theory is ωB97M-V/def2-TZVPD.

Element x y z (Å)
O 0.32932 -5.12753 -0.64896
C 4.26804 3.07400 -0.59785
H -2.48183 0.51967 1.18020
Cl -2.28829 -3.23991 -6.50112
C 3.27555 0.49279 -0.43685
C -2.41761 3.23899 3.92739
O 0.20885 -2.93833 -0.30441
I -2.54119 -2.82718 1.00424
H 2.62034 3.59295 0.71025
N -3.50880 4.81094 2.39465
C 4.89586 2.04355 -1.28534
O -0.64174 -0.84126 2.31893
O 1.50722 -1.00781 -1.53104
O 3.63556 -2.02491 -0.94038
C 4.40801 0.75009 -1.19546
C -0.91463 -2.52622 -2.83372
H -1.62374 -5.59755 -5.06933
H -1.37831 1.78124 5.10878
C -0.91260 -4.91163 -3.16382
C -1.86000 2.00325 4.16711
C -3.02523 2.51365 1.70236
H -1.68103 -1.36315 -4.46724
C 0.01777 -4.03834 -1.04707
C -1.68341 -3.46131 -4.89414
H 4.86945 -0.07684 -1.71679
O 2.00104 -1.49643 0.79638
Mo -0.08647 -1.63288 0.84871
S 2.56859 -1.14483 -0.55294
O 1.56976 0.59331 2.42252
O 0.28588 0.38711 0.33176
O 0.58471 2.55813 1.38701
C -2.45958 1.28147 1.94763
O -0.79367 -0.61626 4.52442
H -0.68624 -1.66284 -2.22683
O -4.03663 4.99554 1.31201
H -2.41166 4.01856 4.67437
C -1.45408 -2.35235 -4.09617
C -1.84326 1.02885 3.17182
H 4.64804 4.08407 -0.67495
H -0.72320 -5.89733 -2.76262
C 3.14508 2.81659 0.17191
C 2.64127 1.52568 0.23555
C -1.05147 -0.20495 3.43001
C -0.62139 -3.80556 -2.37027
H 5.75915 2.25075 -1.90395
S 1.17036 1.25544 1.21114
C -2.98242 3.49570 2.68404
H -3.46867 2.75026 0.74723
O -3.40320 5.67793 3.24495
C -1.42950 -4.74512 -4.43413

Computed properties:
Energy relative to the best compared isomer or geometry (same formula, charge and spin) (kJ/mol): 64.7
LUMO (spin up / spin down) (eV): 0.981 / 0.972
Max |F| (hartree/bohr): 0.0642
Total charge: -1
Frontier orbital gap (spin up / spin down) (eV): 7.123 / 7.262

# 2
This record from the Open Molecules 2025 dataset describes a structure of composition C20H12N2O4OsS3. The level of theory is ωB97M-V/def2-TZVPD.

Element x y z (Å)
C -5.25585 4.77635 -0.00053
N -1.38235 0.50015 0.00037
C -0.07755 0.92435 0.00017
C 0.27665 2.29315 0.00007
C 2.62755 1.66875 -0.00013
C -4.43055 5.89215 0.00027
C 5.89215 -4.43045 0.00017
O -3.82805 -3.82805 -1.23973
C 4.77635 -5.25575 -0.00063
O -3.40695 -1.77565 0.00037
C 0.92435 -0.07755 0.00017
H 3.67145 1.94485 -0.00023
C -2.09825 2.80895 0.00007
H 6.92085 -4.73685 0.00047
H 1.94475 3.67145 -0.00023
N 0.50015 -1.38235 0.00027
O -3.82775 -3.82775 1.24057
H -3.35925 1.02345 0.00047
H 2.61515 -5.01945 -0.00133
H -6.32855 4.84605 -0.00103
C 2.80905 -2.09825 0.00007
H -0.51355 4.28155 -0.00013
Os -1.55855 -1.55855 0.00047
C -2.34675 1.40865 0.00027
H -4.73695 6.92085 0.00057
H 1.02345 -3.35925 0.00047
S -3.34345 -3.34345 0.00067
C 2.29315 0.27665 0.00007
H 4.28155 -0.51355 -0.00013
C -0.75805 3.22965 -0.00003
S 5.49935 -2.79605 0.00077
S -2.79615 5.49935 0.00087
H -5.01945 2.61505 -0.00133
H 4.84615 -6.32845 -0.00113
C 3.76495 -3.16595 -0.00003
C 1.66875 2.62765 -0.00013
C 3.22965 -0.75805 -0.00003
O -1.77555 -3.40695 0.00037
C -3.16595 3.76495 -0.00003
C 3.57965 -4.54425 -0.00073
C -4.54425 3.57955 -0.00063
C 1.40865 -2.34675 0.00027

Computed properties:
Energy relative to the best compared isomer or geometry (same formula, charge and spin) (kJ/mol): 43.3
LUMO (spin up / spin down) (eV): -10.508 / -10.509
Max |F| (hartree/bohr): 0.1199
Total charge: +2
Frontier orbital gap (spin up / spin down) (eV): 3.356 / 3.355